The following is a DFT calculation (ωB97M-V with the def2-TZVPD basis set) of a 11-piece molecular cluster, C38H68F2N2O14S5 overall.

Geometry as XYZ:
```
129
Properties=species:S:1:pos:R:3:forces:R:3:mulliken_charge:R:1
C 22.874 -3.150 31.232 -0.9 0.1 -0.9 -0.07
C 22.221 -1.942 31.807 1.3 -2.3 3.6 0.45
O 22.061 -2.027 33.010 -0.8 1.9 -1.1 -0.56
N 21.949 -0.752 31.040 1.3 1.2 2.9 1.11
H 22.601 -0.511 30.274 2.2 -0.1 -1.1 -0.04
H 21.223 -1.046 30.483 -3.9 -1.6 -2.4 -0.02
C 21.556 0.467 31.747 1.9 2.5 1.2 -0.73
H 22.234 -4.051 31.262 0.2 0.7 -0.2 -0.01
H 23.780 -3.353 31.747 0.6 -0.1 1.0 0.51
H 23.196 -2.900 30.274 0.3 -0.2 -2.1 -0.19
H 21.386 1.229 30.983 0.4 -0.1 -0.1 0.27
H 22.314 0.953 32.545 -1.4 -1.8 -2.0 0.28
H 20.620 0.412 32.218 -1.1 -0.8 0.8 0.40
C 21.263 0.048 26.621 1.3 1.3 -2.3 -0.49
C 21.412 -1.406 26.456 -0.6 -1.8 -2.6 0.63
O 21.017 -1.974 25.433 1.3 0.6 2.7 -0.48
N 22.023 -2.111 27.612 -0.8 -1.2 -2.5 2.51
H 22.565 -1.390 28.163 2.4 0.2 -0.2 -0.40
H 21.312 -2.176 28.346 -2.8 -0.1 1.6 -0.18
C 22.474 -3.521 27.482 -1.0 0.6 -4.8 -1.47
H 22.178 0.529 27.022 -0.4 -0.4 -0.7 -0.60
H 20.591 0.197 27.375 -2.3 0.4 2.2 0.78
H 20.845 0.527 25.656 0.9 -0.9 1.6 -0.02
H 21.815 -4.284 26.973 -0.2 1.8 0.2 0.26
H 22.632 -3.971 28.333 0.3 -1.6 5.4 0.46
H 23.413 -3.674 27.014 1.1 0.9 -1.0 0.48
O 20.130 -2.133 29.529 0.5 -0.7 -0.6 -1.19
H 19.584 -2.921 29.275 0.6 1.3 0.6 -0.11
O 23.446 -0.530 28.916 3.0 2.1 0.2 -1.22
H 24.387 -0.086 28.723 -3.7 -2.1 1.0 -0.21
F 20.880 -5.022 22.386 -1.6 -0.5 -0.1 -0.35
C 22.076 -4.840 22.886 2.9 -0.7 -0.9 0.54
C 22.556 -3.560 22.961 3.2 -4.7 1.6 -1.06
C 23.802 -3.388 23.506 0.0 -2.8 0.1 -0.13
C 24.629 -4.544 23.809 -9.4 0.5 -2.7 -1.33
C 24.193 -5.824 23.513 -3.8 7.1 -0.6 -1.04
C 22.918 -5.944 23.073 -3.5 -0.5 -0.3 -0.27
H 21.857 -2.912 22.965 -4.3 5.3 -0.6 0.82
H 24.007 -2.389 23.736 1.2 1.2 0.4 0.52
H 25.494 -4.262 23.881 9.7 2.0 1.9 1.10
H 24.738 -6.556 23.702 4.8 -6.6 1.4 0.85
H 22.335 -6.860 22.948 0.8 -0.3 -0.1 0.33
F 19.915 1.281 23.183 -0.2 0.1 -0.2 -0.27
C 20.703 1.191 22.099 1.6 -0.3 -1.4 0.26
C 22.034 0.722 22.287 -1.4 0.6 0.3 0.39
C 22.905 0.731 21.149 -7.1 1.9 -1.0 -0.98
C 22.395 1.134 19.873 -5.1 -1.3 8.1 -0.82
C 21.019 1.445 19.713 1.2 0.1 -2.2 -0.28
C 20.240 1.566 20.806 -3.3 1.4 1.7 -0.36
H 22.280 0.469 23.391 0.1 0.3 -2.2 0.17
H 23.830 0.569 21.361 5.9 -1.2 0.6 0.73
H 22.804 1.220 19.047 5.2 0.3 -7.3 0.65
H 20.557 1.649 18.631 1.3 -0.3 2.6 0.24
H 19.237 2.138 20.596 1.7 -1.6 1.1 0.24
C 25.334 -6.106 27.252 -3.2 4.7 -0.9 0.01
C 25.902 -6.000 28.612 4.0 1.4 -1.8 -0.74
C 25.488 -7.093 29.412 -0.7 -3.9 1.0 -0.71
S 23.753 -7.073 29.069 -1.4 -0.8 0.0 1.12
O 23.109 -6.007 29.796 0.1 0.1 0.3 -0.50
O 23.255 -8.423 29.116 -0.5 -0.3 0.7 -0.82
C 23.837 -6.700 27.352 2.8 8.2 2.5 -0.68
H 26.000 -6.643 26.679 0.9 -1.3 -1.8 0.61
H 25.263 -4.888 26.844 0.3 -3.8 0.6 -0.36
H 25.723 -5.038 28.992 -0.5 1.1 1.1 0.27
H 26.994 -6.032 28.430 -0.2 0.2 0.5 0.44
H 25.602 -6.906 30.473 0.2 -0.6 0.2 0.42
H 25.828 -8.189 29.031 -0.5 2.7 1.1 0.24
H 23.240 -5.811 27.032 -0.3 -1.9 0.1 -0.39
H 23.859 -7.583 27.004 -0.9 -6.0 -3.7 1.13
C 27.457 1.175 25.636 0.9 -8.4 0.5 -0.84
C 26.684 1.676 26.751 -0.6 3.6 -3.7 -0.96
C 25.820 0.675 27.175 -4.4 -1.2 4.6 0.57
S 25.133 -0.140 25.808 -0.7 -1.7 -1.3 1.85
O 23.913 0.545 25.385 1.0 -0.7 0.5 -0.75
O 25.170 -1.602 25.971 -0.5 1.6 0.1 -0.82
C 26.484 0.244 24.728 -1.3 6.4 0.1 -1.05
H 28.108 0.290 26.104 -0.4 2.0 -0.9 0.16
H 28.037 1.755 25.047 1.7 2.2 -1.6 0.57
H 26.190 2.507 26.306 -1.0 1.2 0.2 0.22
H 27.251 2.002 27.509 2.2 1.5 2.7 0.68
H 24.908 1.049 27.858 2.0 -0.5 -1.8 -1.07
H 26.450 0.081 27.810 -0.3 -1.4 0.2 0.46
H 26.159 0.958 23.885 -0.1 -1.2 1.2 0.22
H 26.693 -0.638 24.299 1.9 -3.1 -1.2 0.70
C 18.414 -7.928 29.885 3.2 1.8 0.7 -0.99
C 18.945 -6.965 30.975 -1.6 -0.4 1.4 -0.89
C 19.755 -5.968 30.330 4.6 -2.9 -2.3 0.01
S 18.969 -5.649 28.825 -1.5 1.5 0.8 1.21
O 19.950 -5.433 27.812 0.3 0.5 -1.0 -0.56
O 17.946 -4.694 29.183 -0.2 0.8 -0.7 -0.74
C 18.189 -7.206 28.567 -0.8 -0.3 -0.2 -0.53
H 17.686 -8.492 30.260 -3.4 -2.1 1.2 0.54
H 19.279 -8.560 29.832 0.3 -0.9 -0.8 0.33
H 19.434 -7.426 31.898 -1.0 0.5 -1.3 0.30
H 18.249 -6.188 31.150 -2.6 -0.5 2.0 0.45
H 20.720 -6.451 30.091 0.1 0.6 -0.3 -0.30
H 19.951 -5.128 30.886 0.2 2.3 1.0 0.55
H 19.010 -7.539 27.993 0.0 -1.2 -1.8 0.28
H 17.146 -7.228 28.027 2.3 0.3 1.3 0.38
C 17.554 -0.901 25.048 -0.7 1.6 -2.0 -0.16
C 17.406 -1.885 26.181 2.5 -0.7 -0.3 -0.40
C 16.034 -2.441 26.108 -0.9 -0.6 5.7 -0.70
S 15.678 -2.759 24.523 -1.1 0.4 -4.1 1.19
O 14.339 -2.428 24.103 -0.6 -0.4 0.8 -0.72
O 16.189 -4.058 24.192 0.5 -0.4 -0.1 -0.66
C 16.673 -1.452 23.819 0.3 0.8 3.6 -0.87
H 18.562 -0.896 24.501 -1.0 1.0 1.8 -0.13
H 16.967 0.233 25.332 2.5 -3.2 -0.6 0.27
H 17.857 -1.491 27.094 -1.0 0.0 0.4 0.45
H 18.025 -2.792 26.056 0.4 0.5 -0.6 0.09
H 15.314 -1.665 26.426 -0.1 -0.6 0.2 0.38
H 16.027 -3.434 26.751 -0.6 2.1 -1.2 0.33
H 16.125 -0.520 23.731 -0.6 -0.8 -2.0 0.37
H 17.278 -1.988 23.145 0.6 0.3 -1.6 0.56
C 22.071 4.467 28.148 1.5 0.8 4.2 -1.41
C 23.041 3.313 28.569 -0.8 0.5 -4.0 0.77
C 23.728 3.924 29.695 3.8 -3.5 1.4 -0.69
S 24.210 5.551 29.257 -1.0 0.2 2.9 1.13
O 25.488 5.420 28.630 1.0 0.9 -0.4 -0.63
O 23.906 6.435 30.426 1.2 -1.5 -2.5 -0.67
C 22.896 5.714 28.096 1.9 2.9 -1.7 -0.61
H 21.296 4.603 28.921 0.2 -0.2 -0.2 0.36
H 21.643 4.167 27.321 -2.3 -0.8 -4.5 0.71
H 23.822 3.237 27.648 -1.8 -0.4 2.0 -0.17
H 22.355 2.416 28.658 1.6 0.6 0.3 -0.47
H 24.626 3.192 30.021 -1.7 2.3 -0.3 0.27
H 23.069 4.104 30.462 -1.5 -0.1 2.2 0.54
H 23.445 6.028 27.181 -0.3 -1.4 -0.2 0.32
H 22.642 6.760 28.295 -1.7 -0.5 0.6 0.46
```
Positions in Å, forces in eV/Å.

Calculated values
LUMO, eV: -0.063
Total charge: 0
HOMO-LUMO gap, eV: 8.5
E, hartree: -4841.57663
Molecular weight, g/mol: 975.3
Spin multiplicity: 1